A 8-piece molecular cluster, C32H40F24O16 overall at a distorted geometry, computed with wB97M-V/def2-TZVPD.

```
112
Properties=species:S:1:pos:R:3:mulliken_charge:R:1
C 17.6659 -6.7915 -13.7564 -1.15
C 17.0496 -8.0142 -13.0739 -0.23
O 15.8919 -8.3558 -13.8438 -0.24
C 15.3920 -9.5715 -13.7691 0.17
O 15.7413 -10.4247 -13.0081 -0.53
C 14.1233 -9.7618 -14.6355 1.14
F 13.5062 -10.8853 -14.3255 -0.25
F 13.2636 -8.7289 -14.4704 -0.28
F 14.4301 -9.7804 -15.9356 -0.28
H 16.9211 -5.9958 -13.8058 0.31
H 17.9410 -6.9615 -14.7963 0.31
H 18.5348 -6.4529 -13.1949 0.38
H 16.7179 -7.8375 -12.0509 0.30
H 17.7464 -8.8530 -13.0661 0.33
C 4.8314 -22.9600 -12.6903 -1.10
C 5.7778 -22.5293 -13.7999 -0.25
O 6.0588 -21.1565 -13.7676 -0.30
C 5.3064 -20.2933 -14.4571 0.05
O 4.3276 -20.5953 -15.0694 -0.54
C 5.7603 -18.8213 -14.4012 1.17
F 6.6029 -18.5698 -13.4209 -0.22
F 6.3103 -18.5424 -15.6122 -0.29
F 4.7010 -18.0327 -14.2831 -0.15
H 3.8450 -22.5414 -12.8771 0.30
H 5.2292 -22.6072 -11.7363 0.28
H 4.8476 -24.0425 -12.5666 0.40
H 5.4226 -22.8566 -14.7817 0.32
H 6.7381 -23.0414 -13.7036 0.34
C 10.6678 -7.8447 -17.3127 -1.14
C 10.5564 -9.2162 -18.0126 -0.04
O 11.8678 -9.7436 -18.1426 -0.21
C 12.6454 -9.4268 -19.1621 0.34
O 12.3772 -8.6325 -20.0151 -0.54
C 13.8572 -10.3612 -19.2902 0.90
F 13.6724 -11.1928 -20.3272 -0.28
F 14.9339 -9.6274 -19.5699 -0.26
F 13.9940 -11.1207 -18.2065 -0.22
H 10.9116 -7.8382 -16.2483 0.24
H 9.6675 -7.4003 -17.2950 0.38
H 11.3899 -7.1785 -17.7823 0.37
H 10.1090 -9.1414 -19.0013 0.36
H 9.9882 -9.8019 -17.2938 0.10
C -0.9947 -10.1143 -12.8217 -1.32
C -0.0002 -11.2622 -12.6210 -0.04
O 0.7547 -11.4268 -13.8066 -0.20
C 1.4913 -12.5058 -14.0065 0.33
O 1.5911 -13.4270 -13.2525 -0.50
C 2.4162 -12.3828 -15.2272 0.87
F 3.5964 -11.8673 -14.8337 -0.23
F 2.6641 -13.5591 -15.7844 -0.27
F 1.9260 -11.5135 -16.1044 -0.29
H -1.5955 -10.0874 -11.9128 0.39
H -1.6920 -10.3266 -13.6351 0.34
H -0.5516 -9.1586 -13.0923 0.33
H -0.5403 -12.1711 -12.3537 0.31
H 0.6625 -11.0094 -11.7909 0.17
C 0.8812 -16.6834 -11.5916 -1.05
C 2.0544 -17.6214 -11.4165 0.23
O 3.1183 -16.8933 -10.7485 -0.24
C 4.2742 -17.5577 -10.5728 0.35
O 4.4342 -18.7094 -10.8085 -0.55
C 5.4511 -16.6130 -10.2185 0.94
F 6.3985 -16.7205 -11.1443 -0.19
F 5.1225 -15.3379 -10.1450 -0.25
F 5.9490 -17.0043 -9.0258 -0.29
H 0.1660 -17.1664 -12.2631 0.40
H 1.2119 -15.8365 -12.1969 0.10
H 0.3664 -16.3847 -10.6839 0.39
H 2.4769 -17.9659 -12.3584 -0.06
H 1.7624 -18.4387 -10.7570 0.30
C 1.4771 -17.2064 -15.9618 -1.27
C 2.7410 -16.7772 -16.6986 0.63
O 2.2877 -16.8887 -18.0857 -0.34
C 3.1629 -16.4563 -18.9946 0.28
O 4.2633 -16.0496 -18.7895 -0.50
C 2.6610 -16.7044 -20.4319 0.92
F 3.1408 -17.9519 -20.7031 -0.26
F 1.3548 -16.7002 -20.5853 -0.22
F 3.2798 -15.8780 -21.2591 -0.24
H 0.7008 -16.4809 -16.2057 0.41
H 1.6403 -17.2790 -14.8879 0.07
H 1.1391 -18.1576 -16.3704 0.43
H 3.5704 -17.4752 -16.6002 0.22
H 3.0536 -15.7816 -16.3972 -0.05
C 10.4622 -12.6247 -15.2243 -1.10
C 9.5003 -13.0340 -14.1137 -0.13
O 8.4482 -13.8775 -14.5987 -0.20
C 7.1973 -13.6438 -14.2686 0.24
O 6.7974 -12.6336 -13.7642 -0.64
C 6.2608 -14.8572 -14.5710 1.09
F 5.3735 -14.5125 -15.4960 -0.22
F 7.0099 -15.8869 -14.9758 -0.29
F 5.6663 -15.1716 -13.4263 -0.17
H 11.0541 -13.4393 -15.6420 0.42
H 11.1186 -11.8081 -14.9347 0.30
H 9.8379 -12.2973 -16.0603 0.25
H 9.0976 -12.1014 -13.7194 0.14
H 9.9869 -13.5858 -13.3118 0.29
C 4.0286 -10.9955 -12.0208 -0.55
C 4.9874 -10.1910 -11.1013 -0.77
O 6.2809 -9.9827 -11.6904 -0.25
C 6.3713 -8.9344 -12.5250 0.39
O 5.4587 -8.2099 -12.7774 -0.54
C 7.8043 -8.8007 -13.1124 0.89
F 8.5724 -9.7982 -12.6330 -0.25
F 7.8371 -8.7564 -14.4366 -0.24
F 8.3150 -7.6579 -12.6362 -0.27
H 3.8498 -10.4141 -12.9196 0.38
H 3.0963 -11.0580 -11.4543 0.20
H 4.3547 -12.0118 -12.2257 0.19
H 5.2346 -10.5441 -10.1023 0.43
H 4.4554 -9.2549 -10.9228 0.38
```

Values from the calculation:
HOMO level = -11.0 eV
ΔE to the lowest compared entry with this formula, charge and spin = 27.8 kcal per mole
Total charge = 0
Structure (SMILES) = CCOC(=O)C(F)(F)F.CCOC(=O)C(F)(F)F.CCOC(=O)C(F)(F)F.CCOC(=O)C(F)(F)F.CCOC(=O)C(F)(F)F.CCOC(=O)C(F)(F)F.CCOC(=O)C(F)(F)F.CCOC(=O)C(F)(F)F
Multiplicity = 1
HOMO-LUMO gap = 11.48 eV